Entry from OMol25: a structure of composition C33H45N3O2SeSi2V (wB97M-V/def2-TZVPD).

```
! RIJCOSX wB97M-V def2-TZVPD def2/J DEFGRID3
* xyz -2 4
V 0.86 -0.21 0.69
C -0.06 -1.48 4.76
C 0.26 -0.42 3.72
O 0.75 -0.87 2.62
C -0.05 0.89 3.96
C 0.08 1.87 2.91
C -1.13 2.71 2.58
N 1.14 2.07 2.20
N 2.35 1.64 2.75
C 3.08 0.95 1.94
O 2.74 0.45 0.80
C 4.50 0.71 2.37
C 5.33 -0.08 1.57
C 6.65 -0.32 1.95
C 7.15 0.24 3.11
C 6.33 1.03 3.91
C 5.02 1.27 3.54
H -0.94 -2.05 4.44
H -0.24 -1.06 5.74
H 0.78 -2.18 4.81
H -0.67 1.12 4.83
H -1.55 3.10 3.51
H -1.91 2.13 2.09
H -0.85 3.54 1.94
H 4.92 -0.50 0.67
H 7.28 -0.94 1.32
H 8.18 0.05 3.41
H 6.72 1.47 4.82
H 4.36 1.88 4.14
C 2.71 -4.05 -2.14
Si 2.54 -2.54 -0.99
C 3.49 -1.18 -1.90
C 3.44 -3.04 0.60
C 0.79 -2.04 -0.66
C 0.31 -1.07 -1.67
C -0.30 -1.33 -2.90
C -0.68 -0.28 -3.72
C -0.45 1.03 -3.32
C 0.13 1.23 -2.08
N 0.48 0.22 -1.29
Si -0.41 -3.31 -0.09
C -2.09 -2.54 0.23
C -0.75 -4.75 -1.30
C 0.20 -4.14 1.49
H 3.74 -4.14 -2.49
H 2.07 -3.94 -3.03
H 2.44 -4.99 -1.65
H 4.56 -1.43 -1.92
H 3.37 -0.21 -1.42
H 3.14 -1.12 -2.93
H 4.52 -3.09 0.44
H 3.11 -4.02 0.94
H 3.24 -2.32 1.40
H -0.46 -2.36 -3.20
H -1.16 -0.48 -4.67
H -0.75 1.88 -3.92
H 0.30 2.22 -1.68
H -2.58 -2.22 -0.70
H -2.04 -1.64 0.85
H -2.75 -3.25 0.73
H -1.10 -4.39 -2.28
H -1.54 -5.39 -0.89
H 0.13 -5.37 -1.47
H 0.66 -3.41 2.14
H 0.92 -4.93 1.28
H -0.64 -4.60 2.02
C -6.04 5.39 -3.78
C -5.38 4.33 -2.94
C -6.00 3.12 -2.68
C -5.40 2.13 -1.91
C -6.14 0.84 -1.68
C -4.12 2.33 -1.35
Se -3.32 0.95 -0.30
C -3.49 3.56 -1.61
C -2.13 3.89 -1.06
C -4.12 4.53 -2.39
H -7.04 5.08 -4.08
H -5.48 5.60 -4.69
H -6.14 6.34 -3.24
H -6.99 2.93 -3.09
H -7.10 0.86 -2.20
H -6.30 0.67 -0.61
H -5.55 -0.01 -2.02
H -1.72 3.04 -0.53
H -2.18 4.73 -0.36
H -1.44 4.18 -1.86
H -3.60 5.47 -2.57
*
```

Properties
Max |F| = 1.0 eV/A
Kohn-Sham gap (spin up / spin down) = 5.667 / 5.665 eV

How positive or negative is each atom? The natural (NBO) charges in e answer that: 1.317, -0.663, 0.451, -0.849, -0.507, 0.278, -0.659, -0.343, -0.389, 0.499, -0.853, 0.010, -0.222, -0.217, -0.248, -0.239, -0.197, 0.211, 0.194, 0.213, 0.193, 0.196, 0.256, 0.214, 0.239, 0.194, 0.189, 0.192, 0.235, -1.124, 1.753, -1.125, -1.120, -1.482, 0.281, -0.286, -0.154, -0.273, 0.080, -0.591, 1.713, -1.112, -1.117, -1.119, 0.212, 0.220, 0.216, 0.215, 0.267, 0.221, 0.217, 0.223, 0.254, 0.209, 0.199, 0.211, 0.205, 0.252, 0.247, 0.218, 0.216, 0.215, 0.219, 0.263, 0.213, 0.218, -0.612, -0.082, -0.228, -0.095, -0.630, -0.051, -0.527, -0.078, -0.642, -0.228, 0.197, 0.197, 0.197, 0.177, 0.175, 0.228, 0.231, 0.249, 0.202, 0.192, 0.179